C14H24AuBrN5O2PS | ωB97M-V with the def2-TZVPD basis set

Geometry as XYZ:
```
49
Properties=species:S:1:pos:R:3:forces:R:3:mulliken_charge:R:1
Au -1.308 0.353 0.451 -0.37 -0.31 0.06 0.810
Br -5.547 -3.578 -0.852 -0.13 -0.03 -0.02 -0.061
C -3.729 -3.211 -0.702 0.00 0.04 0.07 -0.393
C -2.764 -4.138 -1.070 0.08 -0.06 -0.03 0.044
C -1.424 -3.819 -0.915 0.01 -0.01 0.06 -0.790
C -1.075 -2.581 -0.409 -0.05 -0.10 0.00 -0.023
N -2.026 -1.704 -0.076 0.15 0.10 0.08 -0.231
C -3.325 -1.983 -0.202 0.05 0.04 0.05 -0.070
H -3.061 -5.099 -1.469 0.00 0.00 0.02 0.496
H -0.649 -4.528 -1.172 -0.01 0.00 -0.01 0.423
H -0.045 -2.287 -0.256 -0.01 0.02 -0.03 0.479
H -4.042 -1.234 0.107 0.01 0.01 -0.01 0.541
S -2.850 1.413 -2.435 -0.45 0.19 -0.57 -0.058
C -2.187 0.962 -1.190 0.50 0.03 0.40 0.422
N -0.618 -0.067 2.305 0.22 -0.02 0.00 -0.731
C -0.419 -0.134 3.451 -0.07 0.08 -0.11 0.811
N -0.170 -0.216 4.700 0.06 -0.13 0.24 -0.008
C 0.526 0.877 5.442 -0.09 -0.05 0.00 -0.732
C -0.468 1.571 6.358 -0.02 -0.10 0.03 -0.497
C -1.147 0.561 7.287 -0.07 0.04 -0.04 -0.664
C -1.820 -0.558 6.490 0.08 0.08 0.01 -0.501
C -0.827 -1.243 5.567 -0.02 0.07 -0.01 -0.743
H 0.984 1.553 4.722 -0.03 -0.01 -0.04 0.441
H 1.314 0.395 6.022 0.04 -0.01 -0.05 0.292
H -1.221 2.082 5.751 0.02 0.05 0.02 0.294
H 0.066 2.329 6.931 -0.03 0.02 0.01 0.341
H -1.890 1.070 7.899 0.00 0.01 0.02 0.323
H -0.412 0.140 7.979 0.02 -0.02 -0.03 0.331
H -2.638 -0.147 5.892 -0.04 -0.03 0.03 0.293
H -2.243 -1.310 7.156 -0.03 0.01 0.00 0.345
H -1.290 -1.994 4.930 0.01 0.01 -0.04 0.456
H -0.025 -1.716 6.137 0.03 -0.03 -0.04 0.287
N 4.193 2.553 0.248 -0.03 -0.07 -0.05 -0.272
C 2.927 3.050 -0.406 -0.02 0.06 0.00 -0.799
P 2.216 1.609 -1.344 0.26 -0.53 0.20 0.982
O 3.413 0.690 -1.447 -0.09 0.14 0.01 -0.985
O 0.929 1.178 -0.730 0.02 0.33 -0.24 -0.372
C 2.001 2.131 -3.121 -0.09 0.06 0.02 -0.801
N 2.961 1.308 -3.944 0.03 -0.03 0.11 -0.262
H 4.430 1.655 -0.232 -0.01 0.03 -0.04 0.354
H 4.064 2.354 1.241 0.01 0.03 -0.01 0.332
H 4.971 3.209 0.161 -0.01 0.01 0.03 0.357
H 3.188 3.881 -1.057 -0.01 0.01 0.01 0.391
H 2.234 3.404 0.351 0.05 0.03 0.04 0.373
H 2.216 3.185 -3.277 -0.02 0.01 -0.03 0.402
H 0.984 1.938 -3.450 0.02 -0.01 -0.04 0.317
H 2.487 0.658 -4.570 0.00 0.02 -0.01 0.347
H 3.518 0.759 -3.244 -0.01 0.02 -0.02 0.365
H 3.589 1.879 -4.511 -0.01 -0.01 -0.02 0.346
```
Positions in Å, forces in eV/Å.

Results
E_tot   -120285.853 eV
Strongest force on any atom   0.753 eV/A
Energy relative to the best compared isomer or geometry (same formula, charge and spin)   2.5 kcal/mol
Spin multiplicity   2
E_LUMO (spin up / spin down)   -9.27 / -10.99 eV
HOMO level (spin up / spin down)   -16.81 / -16.82 eV
Charge   +3